(1)
The following is a DFT calculation (wB97M-V/def2-TZVPD) of a 5-piece molecular cluster, C3H14O5 overall.

CARTESIAN COORDINATES (ANGSTROEM)
1 O -0.9456 -1.0270 -0.5998
2 O -3.2337 -0.1052 1.1856
3 H -2.0530 2.2428 -0.7362
4 H -1.8172 0.8102 -0.9824
5 H -1.4552 -1.1378 0.2193
6 H 1.1496 2.2280 0.6238
7 H 0.5727 3.6179 0.6191
8 H -2.9813 0.5247 1.8870
9 H 2.4149 0.0311 -1.5787
10 H 0.8542 0.3638 -0.5800
11 H -2.9163 0.4663 0.4333
12 O 0.2775 2.6881 0.5466
13 O -2.5418 1.4483 -0.9811
14 C 1.7921 -0.2204 -0.5787
15 H 1.1354 -1.9132 -1.6911
16 H 3.2640 0.8699 0.5690
17 C 1.5626 -1.7057 -0.6985
18 O 1.9225 -2.4811 0.1498
19 H -1.1908 -1.9094 -0.9445
20 C 2.4472 0.1791 0.7219
21 H 1.7467 0.7696 1.3953
22 H 2.8586 -0.7193 1.2826

Summary:
Kohn-Sham gap = 10.24 eV
E = -498.86219 Ha
Lowest unoccupied orbital energy = 0.340 eV
F_max = 2.60 eV/A
Molar mass = 130.14 g/mol
E_HOMO = -9.8994 eV
Energy relative to the best compared isomer or geometry (same formula, charge and spin) = 1.2653 eV
SMILES = CCC=O.O.O.O.O

---

(2)
The following is a DFT calculation (wB97M-V/def2-TZVPD) of a 3-piece molecular cluster, C3H15N2O2 overall.

CARTESIAN COORDINATES (ANGSTROEM)
1 H -1.8204 -2.4077 2.4851
2 H 1.6303 0.5367 0.3425
3 N -0.2264 -0.4702 0.2759
4 C -0.5601 1.6666 -1.7484
5 H 1.5651 -0.8228 -0.5399
6 N -1.7851 0.7338 -1.5461
7 H -0.6525 -2.2031 3.3224
8 C 0.9788 0.0863 -0.4241
9 C 0.6339 0.7689 -1.7183
10 H 1.7207 -1.2372 2.6139
11 H -0.7134 2.3446 -2.5992
12 H -0.6791 2.2992 -0.8407
13 H -2.0714 0.2030 -2.3551
14 O 2.5398 -0.7810 2.3644
15 H -1.0927 -0.2429 -0.3664
16 H -2.4608 1.3650 -1.1379
17 H 2.4533 0.1533 2.5744
18 H 1.5345 1.2875 -2.0719
19 H 0.7161 0.0214 -2.5350
20 H -0.1504 -1.4718 0.3807
21 O -0.9888 -1.9018 2.4610
22 H -0.5714 0.0722 1.0625

Summary:
Kohn-Sham gap = 11.19 eV
Total charge = +1
E = -383.03049 Ha
Lowest unoccupied orbital energy = -3.018 eV
F_max = 2.90 eV/A
Molar mass = 111.16 g/mol
E_HOMO = -14.2078 eV
Energy relative to the best compared isomer or geometry (same formula, charge and spin) = 1.2354 eV

---

(3)
The following is a DFT calculation (wB97M-V/def2-TZVPD) of a 4-piece molecular cluster, C3H15N2O3 overall.

CARTESIAN COORDINATES (ANGSTROEM)
1 H -2.3756 0.0594 -0.4547
2 H 1.0238 -1.1547 2.7845
3 H 2.3270 0.0698 -2.3327
4 H 0.3379 2.2082 -2.4482
5 C -0.6175 -0.5697 0.3993
6 H -2.9842 -2.4606 2.6681
7 H -3.6098 -1.0772 2.3832
8 H 1.1863 1.3476 -0.1971
9 H 2.4177 0.5978 0.7967
10 O 1.7179 0.5522 -2.9137
11 C 1.2718 -1.4739 1.7167
12 H 0.3037 3.2723 -1.2488
13 N 1.4575 0.5830 0.4219
14 N -1.3265 0.3748 -0.4587
15 H 2.3841 -1.6019 1.7523
16 H -1.1999 1.4154 -0.1983
17 H 2.2589 0.5910 -3.6850
18 H 0.6847 -2.5030 1.6470
19 C 0.7035 -0.5205 0.7682
20 O 0.0154 2.3195 -1.4715
21 H -1.1671 -1.4791 0.7786
22 H -0.9367 0.2167 -1.4894
23 O -2.9477 -1.7243 2.1597

Summary:
Kohn-Sham gap = 8.76 eV
Total charge = +1
E = -458.25494 Ha
Lowest unoccupied orbital energy = -3.029 eV
F_max = 4.71 eV/A
Molar mass = 127.16 g/mol
E_HOMO = -11.7937 eV
Energy relative to the best compared isomer or geometry (same formula, charge and spin) = 2.0837 eV

---

(4)
The following is a DFT calculation (wB97M-V/def2-TZVPD) of a 4-piece molecular cluster, C3H15NO3 overall.

CARTESIAN COORDINATES (ANGSTROEM)
1 H 2.1203 1.2784 0.6739
2 N 0.7254 -0.2418 0.2136
3 H 2.6552 -1.0799 -0.2704
4 H 0.5738 2.8793 1.3215
5 H -3.2791 0.3262 -1.2460
6 H -1.9430 -0.2280 -0.6452
7 H -1.0535 -0.1874 -2.6126
8 H 1.2653 -2.1115 -0.5671
9 O -2.3286 0.4359 -1.2348
10 O -1.9424 -1.4153 1.0372
11 H -0.3496 1.7960 2.2526
12 C 0.1262 1.8940 1.2803
13 H 1.7471 -1.8077 1.0958
14 O -0.2215 -0.5997 -2.9156
15 H 1.4745 0.3317 2.0423
16 H 0.2607 0.1493 -3.2854
17 C 1.6537 -1.3581 0.1064
18 C 1.2175 0.8213 1.1017
19 H 0.5757 0.1537 -0.7112
20 H -1.2321 -0.9760 1.5282
21 H -1.4460 -1.8791 0.3528
22 H -0.5995 1.8186 0.4822

Summary:
Kohn-Sham gap = 9.87 eV
E = -403.76106 Ha
Lowest unoccupied orbital energy = 0.755 eV
F_max = 1.06 eV/A
Molar mass = 113.16 g/mol
E_HOMO = -9.1159 eV
Energy relative to the best compared isomer or geometry (same formula, charge and spin) = 0.7127 eV
SMILES = CCNC.O.O.O

---

(5)
The following is a DFT calculation (wB97M-V/def2-TZVPD) of a 4-piece molecular cluster, C3H15NO3 overall.

CARTESIAN COORDINATES (ANGSTROEM)
1 H -0.7044 -1.0550 -3.3383
2 O -2.6993 -0.3194 1.2548
3 H 1.5419 1.6376 0.3435
4 H 1.6742 0.0295 3.6950
5 N 0.3298 -1.1680 0.3153
6 O -1.0354 -0.6155 -4.1158
7 H 0.8156 -1.5927 1.1089
8 H 1.0369 2.2970 -1.8283
9 H 0.0285 1.1572 0.8942
10 H -1.0434 0.3066 -3.9314
11 H -3.4793 -0.4889 0.7177
12 H 0.8227 -0.4307 -1.5503
13 C 1.0288 -0.2029 -0.4998
14 H 2.0489 -1.3246 3.2117
15 H -0.5699 -0.8384 0.6906
16 H -0.2428 3.0782 -0.8656
17 C 0.5945 1.2281 -0.0413
18 H 2.1000 -0.2630 -0.3056
19 H -0.5620 1.6075 -1.8203
20 O 2.0256 -0.8021 4.0270
21 H -2.7128 -0.8634 2.0462
22 C 0.1694 2.1305 -1.1941

Summary:
Spin multiplicity = 2
Kohn-Sham gap (alpha / beta) = 10.96 / 5.95 eV
Total charge = +1
E = -403.40647 Ha
Lowest unoccupied orbital energy (alpha / beta) = -3.805 / -8.812 eV
F_max = 2.21 eV/A
Molar mass = 113.16 g/mol
E_HOMO (alpha / beta) = -14.7625 / -14.7607 eV
Energy relative to the best compared isomer or geometry (same formula, charge and spin) = 0.9738 eV

---

(6)
The following is a DFT calculation (wB97M-V/def2-TZVPD) of a 4-piece molecular cluster, C3H15NO3S overall.

CARTESIAN COORDINATES (ANGSTROEM)
1 O 2.0604 -1.3063 -1.8548
2 H -1.2022 0.5210 -1.4083
3 H 0.5045 -2.2613 0.5288
4 H 1.8121 1.7381 -1.1571
5 O 0.0133 -2.8291 -0.0659
6 H -2.4488 -0.2788 1.0327
7 S 1.8153 1.3877 2.0533
8 H 1.6457 -1.8048 -2.5696
9 H 1.2918 -0.9439 -1.3917
10 H 2.6564 0.3544 2.3193
11 H -1.4778 1.6174 1.8418
12 H -0.7947 -2.2919 -0.0768
13 H 1.9928 0.6406 -2.3012
14 C -0.8750 1.0173 1.1503
15 H -2.6776 1.3641 -0.7544
16 C -2.1315 0.4295 -0.8408
17 N -1.6195 -0.0551 0.4882
18 C 0.3325 0.3719 1.8624
19 O 1.6982 1.5339 -2.1067
20 H 0.5578 -0.5339 1.3019
21 H -2.7538 -0.3325 -1.3072
22 H 0.1063 -0.0832 2.8323
23 H -0.5062 1.7449 0.4236

Summary:
Kohn-Sham gap = 9.94 eV
E = -801.92534 Ha
Lowest unoccupied orbital energy = 0.543 eV
F_max = 1.63 eV/A
Molar mass = 145.22 g/mol
E_HOMO = -9.3945 eV
Energy relative to the best compared isomer or geometry (same formula, charge and spin) = 0.6622 eV
SMILES = CNCCS.O.O.O

---

(7)
The following is a DFT calculation (wB97M-V/def2-TZVPD) of a 4-piece molecular cluster, C3H15NO3S overall.

CARTESIAN COORDINATES (ANGSTROEM)
1 H 1.7122 1.1126 -2.5424
2 N 0.0827 2.2602 1.6062
3 H -0.9191 2.3401 -0.2039
4 H 1.5592 -3.0051 -0.9644
5 O -2.3722 -2.4555 0.7576
6 H 0.5148 3.2572 -0.2508
7 H 1.9393 -1.7559 0.0929
8 H -1.8079 1.1941 1.9417
9 H -0.3906 -2.5263 -3.3672
10 H 1.4634 0.8754 0.6560
11 C 0.1423 2.2910 0.1046
12 O 1.3573 -2.1696 -0.5427
13 H -1.6498 -2.5025 0.1216
14 H -0.2651 0.2186 1.7189
15 C 0.9424 1.0350 -0.3117
16 C -0.7378 1.0952 2.1045
17 S 2.2977 1.6167 -1.4596
18 H -2.5434 -1.4999 0.8391
19 H -0.3436 3.1148 1.9362
20 H -0.5084 -2.4473 -1.8950
21 O -0.4436 -3.1099 -2.5998
22 H 0.2710 0.3227 -0.7770
23 H -0.3009 0.7384 3.0352

Summary:
Kohn-Sham gap = 9.32 eV
E = -801.87993 Ha
Lowest unoccupied orbital energy = 0.280 eV
F_max = 2.98 eV/A
Molar mass = 145.22 g/mol
E_HOMO = -9.0376 eV
Energy relative to the best compared isomer or geometry (same formula, charge and spin) = 1.8981 eV
SMILES = CNCCS.O.O.O

---

(8)
The following is a DFT calculation (wB97M-V/def2-TZVPD) of a 4-piece molecular cluster, C3H15NO4 overall.

CARTESIAN COORDINATES (ANGSTROEM)
1 H -2.0841 -0.7212 0.0795
2 H 0.5970 0.0351 -1.0829
3 H 2.3409 -1.6394 0.3087
4 C -0.9669 1.5040 -1.1694
5 C -1.2305 -0.9406 -0.5567
6 H 1.2664 2.7472 -0.2285
7 H 0.1512 -1.0529 2.2407
8 H -1.0171 -2.9469 -0.5549
9 N -0.5380 -2.1663 -0.1155
10 O 2.1937 2.9866 -0.3807
11 C -0.3029 0.2698 -0.5318
12 O -0.7659 2.6798 -0.3795
13 H 2.4775 2.4504 -1.1323
14 H -1.5556 -1.1157 -1.5823
15 H -0.6477 -2.3738 0.8764
16 H -0.4113 1.7239 -2.0845
17 O -0.4084 -0.4744 2.7724
18 H 0.2112 -0.0429 3.3823
19 H -1.3462 2.6639 0.3888
20 H 1.7028 -2.9841 0.1319
21 O 2.4363 -2.5563 0.5923
22 H -0.0900 0.5505 0.4890
23 H -2.0124 1.4031 -1.4629

Summary:
Kohn-Sham gap = 10.69 eV
E = -478.99078 Ha
Lowest unoccupied orbital energy = 0.561 eV
F_max = 1.28 eV/A
Molar mass = 129.16 g/mol
E_HOMO = -10.1285 eV
Energy relative to the best compared isomer or geometry (same formula, charge and spin) = 1.0347 eV
SMILES = NCCCO.O.O.O

---

Question: Which formula does entry 4 have?
Answer: C3H15NO3

---

Repeat the first record exactly.
The following is a DFT calculation (wB97M-V/def2-TZVPD) of a 5-piece molecular cluster, C3H14O5 overall.

CARTESIAN COORDINATES (ANGSTROEM)
1 O -0.9456 -1.0270 -0.5998
2 O -3.2337 -0.1052 1.1856
3 H -2.0530 2.2428 -0.7362
4 H -1.8172 0.8102 -0.9824
5 H -1.4552 -1.1378 0.2193
6 H 1.1496 2.2280 0.6238
7 H 0.5727 3.6179 0.6191
8 H -2.9813 0.5247 1.8870
9 H 2.4149 0.0311 -1.5787
10 H 0.8542 0.3638 -0.5800
11 H -2.9163 0.4663 0.4333
12 O 0.2775 2.6881 0.5466
13 O -2.5418 1.4483 -0.9811
14 C 1.7921 -0.2204 -0.5787
15 H 1.1354 -1.9132 -1.6911
16 H 3.2640 0.8699 0.5690
17 C 1.5626 -1.7057 -0.6985
18 O 1.9225 -2.4811 0.1498
19 H -1.1908 -1.9094 -0.9445
20 C 2.4472 0.1791 0.7219
21 H 1.7467 0.7696 1.3953
22 H 2.8586 -0.7193 1.2826

Summary:
Kohn-Sham gap = 10.24 eV
E = -498.86219 Ha
Lowest unoccupied orbital energy = 0.340 eV
F_max = 2.60 eV/A
Molar mass = 130.14 g/mol
E_HOMO = -9.8994 eV
Energy relative to the best compared isomer or geometry (same formula, charge and spin) = 1.2653 eV
SMILES = CCC=O.O.O.O.O

---

Question: Which of these has the highest energy relative to the best compared isomer or geometry (same formula, charge and spin)?
Answer: C3H15N2O3

---

Question: Look up the E of the fifth one.
Answer: -403.40647 Ha